Record 1
A 5-piece molecular cluster, C37H32BrF4NO21 overall in a non-equilibrium geometry. Source: the Open Molecules 2025 dataset; level of theory: ωB97M-V with the def2-TZVPD basis set.

The geometry in ORCA input format:
```
! wB97M-V def2-TZVPD RIJCOSX def2/J DEFGRID3
* xyz 0 1
C -6.15 -2.35 1.41
C -6.52 -1.13 2.26
O -7.59 -1.08 2.73
O -5.68 -0.06 2.47
C -4.41 -0.43 3.03
C -3.33 0.66 2.85
C -2.99 1.07 1.40
F -3.18 2.44 1.42
O -3.88 0.69 0.36
C -3.52 -0.57 -0.09
O -4.23 -1.24 -0.72
C -2.04 -0.82 0.36
N -1.97 -1.90 1.36
C -1.63 0.60 0.78
C -1.22 1.59 -0.38
C -0.73 0.92 -1.68
C -1.81 0.69 -2.75
F -1.92 -0.62 -3.04
F -3.01 1.16 -2.46
F -1.43 1.31 -3.89
C -0.42 0.65 1.76
C 0.88 0.08 1.17
O 1.54 0.62 0.41
Br 1.55 -1.69 1.78
H -6.43 -2.25 0.35
H -6.69 -3.21 1.84
H -5.08 -2.61 1.43
H -4.57 -0.53 4.12
H -4.05 -1.41 2.70
H -3.72 1.55 3.37
H -2.46 0.33 3.44
H -1.61 -1.26 -0.55
H -1.08 -1.94 1.84
H -2.22 -2.79 0.94
H -0.37 2.17 0.00
H -1.99 2.33 -0.62
H -0.23 -0.04 -1.47
H 0.05 1.54 -2.14
H -0.59 0.09 2.70
H -0.17 1.67 2.08
C 3.87 2.91 1.58
C 3.49 4.19 1.44
C 4.45 5.32 1.60
O 4.06 6.46 1.44
C 5.83 5.00 1.96
C 6.21 3.73 2.11
C 5.25 2.59 1.91
O 5.65 1.45 2.04
O 7.46 3.39 2.44
O 2.23 4.52 1.13
H 3.18 2.09 1.46
H 6.52 5.83 2.10
H 7.48 2.42 2.48
H 2.22 5.50 1.08
C 4.91 -4.12 3.18
C 6.17 -4.55 3.31
C 6.57 -5.94 2.94
O 7.73 -6.28 3.07
C 5.53 -6.84 2.45
C 4.27 -6.41 2.32
C 3.88 -5.01 2.66
O 2.72 -4.66 2.51
O 3.30 -7.21 1.87
O 7.14 -3.76 3.78
H 4.62 -3.11 3.44
H 5.83 -7.85 2.20
H 2.49 -6.66 1.87
H 7.95 -4.30 3.78
C -1.55 5.73 -2.16
C -1.95 7.00 -2.31
C -0.99 8.14 -2.16
O -1.39 9.27 -2.33
C 0.40 7.83 -1.81
C 0.79 6.56 -1.65
C -0.17 5.42 -1.83
O 0.25 4.29 -1.69
O 2.04 6.24 -1.33
O -3.21 7.31 -2.61
H -2.23 4.89 -2.27
H 1.07 8.66 -1.68
H 2.06 5.26 -1.28
H -3.23 8.29 -2.67
C -2.36 -3.50 -4.39
C -1.08 -3.87 -4.31
C -0.63 -5.24 -4.71
O 0.55 -5.52 -4.64
C -1.64 -6.19 -5.17
C -2.92 -5.82 -5.25
C -3.37 -4.44 -4.87
O -4.55 -4.15 -4.98
O -3.88 -6.66 -5.66
O -0.13 -3.04 -3.87
H -2.70 -2.52 -4.10
H -1.31 -7.18 -5.45
H -4.71 -6.15 -5.63
H 0.71 -3.55 -3.91
*
```

Calculated values
- Structure (SMILES): CC(=O)OCC[C@]1(F)OC(=O)[C@H](N)[C@]1(CCC(F)(F)F)CC(=O)Br.O=C1C=C(O)C(=O)C=C1O.O=C1C=C(O)C(=O)C=C1O.O=C1C=C(O)C(=O)C=C1O.O=C1C=C(O)C(=O)C=C1O
- LUMO: -1.75 eV
- F_max: 0.072 Eh/bohr

What are the Mulliken partial charges on each atom? They are as follows, in elementary charge units: number 1, C, carries -0.6668; number 2, C, carries 0.5552; number 3, O, carries -0.5359; number 4, O, carries -0.2650; number 5, C, carries -0.7517; number 6, C, carries -1.1381; number 7, C, carries 1.0564; number 8, F, carries -0.4314; number 9, O, carries -0.3737; number 10, C, carries -0.1676; number 11, O, carries -0.5530; number 12, C, carries 0.2006; number 13, N, carries -0.2526; number 14, C, carries 1.9625; number 15, C, carries -1.7794; number 16, C, carries -1.0448; number 17, C, carries 0.8263; number 18, F, carries -0.1302; number 19, F, carries -0.2797; number 20, F, carries -0.3497; number 21, C, carries -1.7530; number 22, C, carries 0.4242; number 23, O, carries -0.3813; number 24, Br, carries -0.2710; number 25, H, carries 0.2254; number 26, H, carries 0.3131; number 27, H, carries 0.1925; number 28, H, carries 0.4660; number 29, H, carries 0.3222; number 30, H, carries 0.5447; number 31, H, carries 0.2063; number 32, H, carries 0.1003; number 33, H, carries 0.1406; number 34, H, carries 0.3216; number 35, H, carries 0.3007; number 36, H, carries 0.7816; number 37, H, carries 0.4415; number 38, H, carries 0.4923; number 39, H, carries 0.6881; number 40, H, carries 0.5423; number 41, C, carries -0.7109; number 42, C, carries 0.1863; number 43, C, carries 0.8742; number 44, O, carries -0.6096; number 45, C, carries -1.0841; number 46, C, carries 0.3388; number 47, C, carries 0.9514; number 48, O, carries -0.6160; number 49, O, carries -0.5728; number 50, O, carries -0.5074; number 51, H, carries 0.6545; number 52, H, carries 0.4268; number 53, H, carries 0.3548; number 54, H, carries 0.3342; number 55, C, carries -0.9846; number 56, C, carries 0.4584; number 57, C, carries 0.9096; number 58, O, carries -0.6119; number 59, C, carries -0.9115; number 60, C, carries 0.3493; number 61, C, carries 1.0065; number 62, O, carries -0.6009; number 63, O, carries -0.5764; number 64, O, carries -0.5623; number 65, H, carries 0.4110; number 66, H, carries 0.4182; number 67, H, carries 0.3401; number 68, H, carries 0.3563; number 69, C, carries -1.0254; number 70, C, carries 0.3285; number 71, C, carries 0.8656; number 72, O, carries -0.6059; number 73, C, carries -0.8114; number 74, C, carries 0.2354; number 75, C, carries 1.1007; number 76, O, carries -0.5451; number 77, O, carries -0.6285; number 78, O, carries -0.5719; number 79, H, carries 0.5406; number 80, H, carries 0.4636; number 81, H, carries 0.3258; number 82, H, carries 0.3458; number 83, C, carries -0.7849; number 84, C, carries 0.1937; number 85, C, carries 0.8391; number 86, O, carries -0.6318; number 87, C, carries -0.9904; number 88, C, carries 0.3187; number 89, C, carries 0.9705; number 90, O, carries -0.6142; number 91, O, carries -0.5627; number 92, O, carries -0.4942; number 93, H, carries 0.6207; number 94, H, carries 0.4176; number 95, H, carries 0.3595; number 96, H, carries 0.3391


Record 2
C37H33CoF2N6O2S as an isolated structure in a non-equilibrium geometry. Source: the Open Molecules 2025 dataset; level of theory: ωB97M-V with the def2-TZVPD basis set.

The geometry in ORCA input format:
```
! wB97M-V def2-TZVPD RIJCOSX def2/J DEFGRID3
* xyz 2 5
Co 0.23 -1.25 -0.24
C 2.64 0.25 3.00
O 1.73 -0.87 3.43
C 0.86 -0.97 2.43
N 1.01 -0.25 1.37
C 2.27 0.57 1.54
C 2.12 2.05 1.30
C 0.95 2.76 1.08
C 0.99 4.15 0.85
C 2.21 4.80 0.80
C 3.44 4.10 1.07
C 3.36 2.75 1.36
C -0.07 -2.11 2.44
C -0.31 -3.07 3.43
C -1.10 -4.15 3.08
C -1.54 -4.36 1.79
C -1.23 -3.37 0.87
N -0.54 -2.27 1.21
C -1.51 -3.38 -0.57
N -0.93 -2.48 -1.33
C -1.66 -2.48 -2.62
C -2.36 -3.87 -2.57
O -2.32 -4.26 -1.13
C -0.86 -2.32 -3.84
C 0.22 -3.14 -4.05
C 0.87 -3.14 -5.28
C 0.46 -2.26 -6.28
C -0.54 -1.37 -6.01
C -1.21 -1.37 -4.79
H 3.66 -0.11 3.20
H 2.38 1.05 3.72
H 3.01 0.15 0.78
H 0.01 2.23 1.04
H 0.04 4.70 0.65
H 2.23 5.86 0.59
H 4.43 4.60 1.01
H 4.25 2.17 1.61
H 0.15 -2.97 4.38
H -1.36 -4.87 3.86
H -2.17 -5.22 1.57
H -2.45 -1.71 -2.62
H -1.87 -4.74 -3.09
H -3.40 -3.83 -2.85
H 0.50 -3.88 -3.31
H 1.66 -3.87 -5.42
H 0.99 -2.31 -7.23
H -0.85 -0.64 -6.77
H -2.01 -0.63 -4.61
F 5.24 -1.80 -1.75
C 4.06 -1.17 -1.90
C 2.91 -1.71 -1.35
C 1.76 -0.98 -1.35
C 1.62 0.18 -2.10
C 2.77 0.67 -2.71
F 2.70 1.88 -3.40
C 4.03 0.03 -2.64
C 0.29 0.82 -2.10
C -0.22 1.73 -3.02
C -1.51 2.27 -2.87
C -2.26 1.91 -1.70
C -1.70 1.03 -0.80
N -0.51 0.42 -1.08
H 2.85 -2.68 -0.91
H 4.92 0.41 -3.09
H 0.43 2.15 -3.74
H -1.95 2.91 -3.65
H -3.28 2.28 -1.51
H -2.18 0.77 0.15
C -3.21 2.23 6.13
N -2.99 1.30 5.03
C -2.94 1.59 3.70
S -3.35 0.38 2.62
N -2.71 2.89 3.26
C -1.58 3.67 3.73
H -3.88 1.70 6.81
H -3.68 3.16 5.78
H -2.27 2.47 6.60
H -3.01 0.33 5.24
H -2.87 2.89 2.23
H -1.91 4.40 4.47
H -1.12 4.20 2.87
H -0.82 3.01 4.19
*
```

Calculated values
- LUMO (alpha / beta): -5.95 / -9.69 eV
- F_max: 0.069 Eh/bohr
- <S²>: 6.03

What are the Mulliken partial charges on each atom? They are as follows, in elementary charge units: number 1, Co, carries -1.1039; number 2, C, carries -0.3010; number 3, O, carries -0.4611; number 4, C, carries 0.0192; number 5, N, carries 0.5229; number 6, C, carries -0.0724; number 7, C, carries -0.1478; number 8, C, carries 0.8278; number 9, C, carries -1.1473; number 10, C, carries -0.6260; number 11, C, carries -0.7655; number 12, C, carries -0.6669; number 13, C, carries 0.4463; number 14, C, carries -0.8228; number 15, C, carries -0.4497; number 16, C, carries -0.7204; number 17, C, carries 0.4556; number 18, N, carries -0.0147; number 19, C, carries 0.0742; number 20, N, carries 0.1617; number 21, C, carries -0.4596; number 22, C, carries -0.4831; number 23, O, carries -0.4980; number 24, C, carries 0.4458; number 25, C, carries -0.1210; number 26, C, carries -0.7653; number 27, C, carries -0.5654; number 28, C, carries -0.7333; number 29, C, carries -0.2649; number 30, H, carries 0.3302; number 31, H, carries 0.3108; number 32, H, carries 0.1443; number 33, H, carries 0.6653; number 34, H, carries 0.4473; number 35, H, carries 0.4301; number 36, H, carries 0.3938; number 37, H, carries 0.4620; number 38, H, carries 0.6568; number 39, H, carries 0.4845; number 40, H, carries 0.5489; number 41, H, carries 0.5535; number 42, H, carries 0.3491; number 43, H, carries 0.3273; number 44, H, carries 0.3933; number 45, H, carries 0.4373; number 46, H, carries 0.4241; number 47, H, carries 0.3976; number 48, H, carries 0.4029; number 49, F, carries -0.3485; number 50, C, carries 0.2291; number 51, C, carries -0.2950; number 52, C, carries 1.0138; number 53, C, carries 0.1573; number 54, C, carries 0.8281; number 55, F, carries -0.3516; number 56, C, carries -1.1104; number 57, C, carries -0.1829; number 58, C, carries -0.9262; number 59, C, carries -0.8354; number 60, C, carries -0.8822; number 61, C, carries -0.2625; number 62, N, carries 1.2593; number 63, H, carries 0.5727; number 64, H, carries 0.5694; number 65, H, carries 0.6987; number 66, H, carries 0.4948; number 67, H, carries 0.4791; number 68, H, carries -0.0406; number 69, C, carries -0.9211; number 70, N, carries -0.1840; number 71, C, carries 0.5998; number 72, S, carries 0.0086; number 73, N, carries -0.1601; number 74, C, carries -0.8389; number 75, H, carries 0.3663; number 76, H, carries 0.3380; number 77, H, carries 0.3331; number 78, H, carries 0.2579; number 79, H, carries 0.3251; number 80, H, carries 0.3315; number 81, H, carries 0.2214; number 82, H, carries 0.3332


Record 3
C37H33CsN5O3S2 as an isolated structure in a non-equilibrium geometry. Source: the Open Molecules 2025 dataset; level of theory: ωB97M-V with the def2-TZVPD basis set.

The geometry in ORCA input format:
```
! wB97M-V def2-TZVPD RIJCOSX def2/J DEFGRID3
* xyz -1 1
Cs 0.47 -0.50 1.17
C -1.50 -0.04 4.49
O -1.72 -0.75 3.29
C -2.74 -1.65 3.24
C -3.60 -1.86 4.32
C -4.62 -2.79 4.24
C -4.79 -3.54 3.08
C -3.93 -3.34 2.01
C -2.91 -2.40 2.06
N -1.99 -2.20 0.95
N -2.41 -2.80 -0.08
C -1.69 -2.93 -1.26
C -0.45 -2.33 -1.63
O 0.07 -1.32 -1.08
C 0.25 -2.93 -2.76
C -0.30 -3.89 -3.53
C -1.63 -4.37 -3.28
C -2.22 -5.31 -4.14
C -3.50 -5.75 -3.93
C -4.22 -5.24 -2.84
C -3.65 -4.33 -1.98
C -2.32 -3.87 -2.16
H -1.35 -0.72 5.33
H -2.34 0.63 4.70
H -0.60 0.55 4.33
H -3.48 -1.28 5.22
H -5.28 -2.94 5.09
H -5.57 -4.28 3.01
H -4.03 -3.92 1.11
H 1.24 -2.53 -2.96
H 0.25 -4.30 -4.37
H -1.64 -5.68 -4.98
H -3.96 -6.47 -4.60
H -5.24 -5.56 -2.67
H -4.22 -3.94 -1.15
S 5.13 1.36 3.34
C 4.37 2.83 2.97
C 3.10 2.63 2.52
C 2.64 1.27 2.43
C 3.68 0.48 2.87
C 3.72 -0.99 3.02
C 4.86 -1.65 3.53
C 4.85 -3.02 3.67
C 3.73 -3.74 3.30
C 2.65 -3.03 2.81
N 2.64 -1.70 2.68
H 4.89 3.77 3.12
H 2.47 3.48 2.28
H 5.73 -1.08 3.81
H 5.73 -3.53 4.06
H 3.68 -4.82 3.39
H 1.74 -3.54 2.51
C 2.28 5.53 -0.13
C 2.25 4.43 -1.19
C 1.66 3.10 -0.73
N 0.25 3.23 -0.35
C -0.76 2.43 -0.67
S -2.18 2.28 0.18
N -0.58 1.63 -1.80
C -0.08 1.95 -3.05
O 0.19 1.08 -3.85
C 0.05 3.40 -3.42
C -0.86 4.36 -2.99
C -0.73 5.67 -3.42
C 0.32 6.03 -4.26
C 1.21 5.07 -4.70
C 1.07 3.75 -4.30
H 2.75 6.43 -0.53
H 2.85 5.22 0.75
H 1.28 5.81 0.19
H 3.26 4.23 -1.54
H 1.68 4.79 -2.05
H 2.20 2.69 0.13
H 1.74 2.37 -1.53
H 0.06 3.79 0.47
H -0.95 0.69 -1.73
H -1.68 4.09 -2.33
H -1.44 6.42 -3.08
H 0.42 7.06 -4.58
H 2.02 5.34 -5.37
H 1.75 2.98 -4.64
*
```

Calculated values
- LUMO: 2.15 eV
- F_max: 0.040 Eh/bohr

What are the Mulliken partial charges on each atom? They are as follows, in elementary charge units: number 1, Cs, carries 1.4627; number 2, C, carries -0.9377; number 3, O, carries -0.0699; number 4, C, carries 0.8078; number 5, C, carries -0.8406; number 6, C, carries -0.6381; number 7, C, carries -0.9887; number 8, C, carries -0.0491; number 9, C, carries -0.1630; number 10, N, carries 0.5215; number 11, N, carries -0.5091; number 12, C, carries -0.0767; number 13, C, carries -0.0698; number 14, O, carries -0.5626; number 15, C, carries -0.7094; number 16, C, carries -0.8149; number 17, C, carries 0.9315; number 18, C, carries -0.8212; number 19, C, carries -0.5156; number 20, C, carries -0.7572; number 21, C, carries -0.4234; number 22, C, carries 0.8278; number 23, H, carries 0.4057; number 24, H, carries 0.3686; number 25, H, carries 0.1527; number 26, H, carries 0.3778; number 27, H, carries 0.3646; number 28, H, carries 0.3740; number 29, H, carries 0.3834; number 30, H, carries 0.4342; number 31, H, carries 0.3149; number 32, H, carries 0.3462; number 33, H, carries 0.3743; number 34, H, carries 0.3793; number 35, H, carries 0.4235; number 36, S, carries -0.3633; number 37, C, carries -0.5047; number 38, C, carries -0.5442; number 39, C, carries -1.2503; number 40, C, carries 1.1402; number 41, C, carries 0.0675; number 42, C, carries -0.7929; number 43, C, carries -0.3904; number 44, C, carries -0.7837; number 45, C, carries -0.2643; number 46, N, carries 0.0930; number 47, H, carries 0.4370; number 48, H, carries 0.4686; number 49, H, carries 0.2833; number 50, H, carries 0.3915; number 51, H, carries 0.3753; number 52, H, carries 0.4266; number 53, C, carries -1.4705; number 54, C, carries 0.3716; number 55, C, carries -0.2618; number 56, N, carries 0.5888; number 57, C, carries -0.8804; number 58, S, carries -0.2655; number 59, N, carries 0.3932; number 60, C, carries 0.0204; number 61, O, carries -0.6310; number 62, C, carries 0.3863; number 63, C, carries 0.2534; number 64, C, carries -0.8221; number 65, C, carries -0.3808; number 66, C, carries -0.5944; number 67, C, carries -0.4236; number 68, H, carries 0.4372; number 69, H, carries 0.2894; number 70, H, carries 0.3391; number 71, H, carries 0.3745; number 72, H, carries -0.3346; number 73, H, carries -0.0245; number 74, H, carries 0.2491; number 75, H, carries 0.2582; number 76, H, carries -0.0297; number 77, H, carries 0.4352; number 78, H, carries 0.4140; number 79, H, carries 0.3877; number 80, H, carries 0.3718; number 81, H, carries 0.4560


Number 1: energy -6037.405269 hartree. Number 2: energy -3888.871422 hartree. Number 3: energy -2745.777866 hartree.